[1]
Entry from the Open Molecules 2025 dataset: C22H35CrO3 as an isolated structure (the ωB97M-V functional and the def2-TZVPD basis).

Geometry (Å):
O  -2.86386  2.87515  -0.98015
C  -2.49520  3.69429  -2.12309
C  -3.64277  4.67356  -1.95160
H  -2.53412  3.07378  -3.02269
H  -1.49911  4.12089  -1.97140
C  -4.02223  3.73548  -0.78850
H  -4.33240  4.69765  -2.79755
H  -3.34797  5.66912  -1.61013
C  -5.34261  3.04374  -1.04065
H  -5.35627  2.57094  -2.03038
H  -6.13408  3.80464  -1.05711
H  -5.57668  2.32953  -0.24242
C  -3.98939  4.40537  0.56145
H  -3.02114  4.89809  0.72550
H  -4.19554  3.68150  1.36233
H  -4.76645  5.18147  0.58498
Cr  1.63576  -2.01462  1.58619
C  3.04095  -1.59440  3.32001
C  3.83958  -1.56589  2.14019
C  3.32893  -0.53071  1.27332
H  4.76392  -2.11658  1.97751
C  2.17519  0.05256  1.90065
C  1.99060  -0.61582  3.16786
H  1.25009  -0.32867  3.91387
H  3.25148  -2.17933  4.21086
H  3.76660  -0.18101  0.34540
H  1.60496  0.89154  1.52042
C  0.92722  -4.20538  2.17068
C  0.40889  -3.13553  2.98446
C  -0.41808  -2.28639  2.14160
H  0.50228  -3.04411  4.06543
C  -0.38571  -2.84675  0.81404
C  0.39966  -4.04860  0.85128
H  0.49073  -4.76296  0.03826
H  1.50356  -5.06059  2.52785
H  -1.01155  -1.42363  2.45737
H  -0.96950  -2.48843  -0.03065
O  -1.73668  0.45302  -1.15950
C  -1.33227  1.16155  0.05422
C  -0.15683  2.10016  -0.32549
H  -1.00094  0.38776  0.76839
H  -2.18953  1.65540  0.50580
C  0.07283  1.80442  -1.80503
H  0.70099  1.73164  0.23039
H  -0.29232  3.15408  -0.09225
C  -0.51290  0.38713  -1.93808
H  1.11936  1.98222  -2.06364
H  -0.52300  2.51652  -2.40970
H  0.24510  -0.30587  -1.51513
H  -0.76422  0.05403  -2.97123
C  2.57496  -4.03769  -1.85502
C  3.13492  -3.20314  -0.71098
C  4.45017  -2.59982  -1.18176
O  2.22563  -2.22746  -0.31806
H  2.31722  -3.38055  -2.69252
H  1.68114  -4.57627  -1.53994
H  3.32436  -4.76395  -2.18837
H  3.37134  -3.90042  0.12523
H  4.25019  -1.87770  -1.97925
H  4.96315  -2.09496  -0.36394
H  5.10158  -3.39002  -1.56936

Calculated values
net charge	-1
relative energy (zero: lowest compared OMol25 entry of this formula, charge and spin)	0.332	eV
multiplicity	5
frontier orbital gap (spin up / spin down)	4.0 / 5.6	eV
molar mass	399.51	g mol⁻¹

---

[2]
Entry from the Open Molecules 2025 dataset: C33H27CaIN9O9PS2Se2 as an isolated structure (the ωB97M-V functional and the def2-TZVPD basis).

Geometry (Å):
Ca  0.79322  -1.37437  0.31926
Se  0.26865  1.26038  1.78177
P  -1.63351  2.24803  1.38759
Se  -3.45595  1.13511  1.33278
C  -1.79580  3.57488  2.66009
C  -2.99825  4.27448  2.73253
C  -3.15361  5.31427  3.63394
C  -2.10956  5.66365  4.48220
C  -0.91320  4.96640  4.41893
C  -0.75535  3.92746  3.50956
C  -1.44977  3.27697  -0.11230
C  -2.31033  3.14859  -1.19131
C  -2.11019  3.91414  -2.33236
C  -1.05627  4.81043  -2.39497
C  -0.19629  4.94779  -1.31151
C  -0.38895  4.17909  -0.17631
H  -3.81612  3.98266  2.08451
H  -4.09388  5.85044  3.67982
H  -2.23189  6.47299  5.19230
H  -0.09581  5.22797  5.08016
H  0.17561  3.37593  3.46045
H  -3.11146  2.42230  -1.14560
H  -2.75780  3.77835  -3.18897
H  -0.88176  5.37776  -3.30048
H  0.64067  5.63289  -1.36490
H  0.30090  4.25440  0.65661
N  5.93573  -0.55200  -5.54879
C  5.64352  -0.53582  -4.17429
C  4.51890  0.14415  -3.70691
C  4.21113  0.12361  -2.36135
C  5.01091  -0.58441  -1.47139
C  6.12319  -1.27079  -1.92762
C  6.44375  -1.23858  -3.27661
S  4.52964  -0.67349  0.22805
O  4.03005  0.62771  0.59268
O  5.63946  -1.21813  0.96945
N  3.24357  -1.63536  0.21000
C  3.30183  -2.97150  0.03025
N  4.42148  -3.64073  -0.30053
C  4.29127  -4.94532  -0.47175
C  3.09367  -5.63186  -0.34031
C  1.99019  -4.85509  -0.01986
N  2.08036  -3.55414  0.17148
H  5.50232  0.20293  -6.05791
H  6.92066  -0.61417  -5.75442
H  3.87554  0.68160  -4.39485
H  3.35372  0.67213  -1.99369
H  6.71403  -1.83255  -1.21753
H  7.30943  -1.77900  -3.64469
H  5.20139  -5.47667  -0.74034
H  3.02285  -6.69850  -0.49155
H  1.00125  -5.28797  0.09324
S  1.07611  -2.32945  3.12065
C  -0.39197  -2.20750  3.92555
N  -1.38478  -1.38308  3.45414
C  -2.60474  -1.30872  3.99155
C  -2.88968  -2.04526  5.10580
C  -1.83704  -2.82259  5.60309
N  -0.64598  -2.90900  5.06236
H  -1.18108  -0.81664  2.62345
H  -3.29697  -0.64240  3.49165
H  -3.86684  -2.02856  5.56017
H  -1.98306  -3.41222  6.50517
O  -5.34899  -1.19559  -4.30432
N  -5.58589  -1.61913  -3.18351
O  -6.70428  -1.95968  -2.81838
C  -4.49846  -1.71292  -2.24179
C  -3.20079  -1.37093  -2.62960
C  -2.15495  -1.47711  -1.75394
C  -2.35207  -1.87577  -0.37754
O  -1.46235  -1.83129  0.50825
C  -3.69790  -2.29983  -0.08276
C  -4.74448  -2.17699  -0.96290
N  -4.02296  -2.81221  1.23918
O  -5.12962  -2.55790  1.69685
O  -3.19362  -3.48029  1.82563
N  -0.88551  -1.18590  -2.38181
O  -0.83820  0.63949  -1.80737
O  0.12295  -1.72653  -1.85385
H  -2.99849  -1.02715  -3.63465
H  -5.74385  -2.44873  -0.65778
I  1.03584  1.67749  -4.15530
C  0.36947  1.02554  -1.90339
H  1.14205  0.24545  -1.82269
H  0.62498  1.97640  -1.43651

Calculated values
net charge	-2
relative energy (zero: lowest compared OMol25 entry of this formula, charge and spin)	0.000	eV
multiplicity	1
frontier orbital gap	7.3	eV
molar mass	1113.64	g mol⁻¹

---

[3]
Entry from the Open Molecules 2025 dataset: one molecule with the formula C3H4O5 (the ωB97M-V functional and the def2-TZVPD basis).

Geometry (Å):
O  -0.02841  1.86023  2.20471
C  -0.11164  1.39666  1.11986
O  -1.25293  0.95627  0.50755
C  -0.88114  -0.20798  -0.20571
O  -1.16393  -1.32936  0.59056
C  0.65495  -0.02952  -0.39968
O  1.12339  0.01241  -1.70370
O  0.91418  1.21747  0.22891
H  -1.47658  -0.24263  -1.11967
H  -0.45865  -1.98458  0.51588
H  1.17914  -0.80067  0.18685
H  1.50160  -0.84830  -1.92556

Calculated values
SMILES	O=C1O[C@H](O)[C@@H](O)O1
relative energy (zero: lowest compared OMol25 entry of this formula, charge and spin)	1.050	eV
multiplicity	1
frontier orbital gap	11.3	eV
molar mass	120.06	g mol⁻¹